ORCA calculation (ωB97M-V/def2-TZVPD) on a 2-piece molecular cluster, C2H6O2S overall in a non-equilibrium geometry.

SMILES string = O=CO.CS
Strongest force on any atom = 0.0205 Eh/bohr
Energy relative to the best compared isomer or geometry (same formula, charge and spin) = 0.347 eV
LUMO energy = 0.68 eV

Each atom is followed by the atoms it is bonded to, with distances in Å.
Positions of all 11 atoms, in Å:
1 C -1.12 0.54 1.35  S2 1.851, H3 1.085, H4 1.088, H5 1.088
2 S -2.19 -0.09 -0.03  C1 1.851, H6 1.353
3 H -1.66 0.33 2.27  C1 1.085
4 H -0.20 -0.02 1.32  C1 1.088
5 H -0.86 1.60 1.37  C1 1.088
6 H -3.29 0.55 0.44  S2 1.353
7 O 2.30 -1.14 0.02  C8 1.199
8 C 2.43 -0.04 -0.44  O7 1.199, O9 1.363, H10 1.097
9 O 1.40 0.64 -1.02  C8 1.363, H11 0.972
10 H 3.32 0.60 -0.48  C8 1.097
11 H 0.61 0.24 -0.62  O9 0.972

=====

ORCA calculation (ωB97M-V/def2-TZVPD) on a 2-piece molecular cluster, C2H2Cl3NO overall in a non-equilibrium geometry.

Strongest force on any atom = 0.0845 Eh/bohr
Energy relative to the best compared isomer or geometry (same formula, charge and spin) = 6.229 eV
LUMO energy (alpha / beta) = -0.21 / -0.97 eV

Each atom is followed by the atoms it is bonded to, with distances in Å.
Positions of all 9 atoms, in Å:
1 C -1.22 0.44 -0.23  N3 1.361, O4 1.328, H8 1.027
2 C 1.32 -0.13 -0.51  Cl5 1.738, Cl6 1.681, Cl7 1.767
3 N -1.48 0.25 1.09  C1 1.361, O4 1.441, H9 1.121
4 O -1.76 -0.74 0.07  C1 1.328, N3 1.441
5 Cl 1.35 -1.87 -0.55  C2 1.738
6 Cl 2.22 0.49 -1.79  C2 1.681
7 Cl 1.88 0.53 1.02  C2 1.767
8 H -1.64 1.10 -0.91  C1 1.027
9 H -0.68 -0.06 1.81  N3 1.121

=====

ORCA calculation (ωB97M-V/def2-TZVPD) on a single C5H9NO molecule.

SMILES string = C[C@H]1CC/C1=N\O
Strongest force on any atom = 0.0130 Eh/bohr
Energy relative to the best compared isomer or geometry (same formula, charge and spin) = 2.987 eV
LUMO energy = 1.08 eV

Each atom is followed by the atoms it is bonded to, with distances in Å.
Positions of all 16 atoms, in Å:
1 C 1.83 -0.73 0.46  C2 1.535, H8 1.095, H9 1.094, H10 1.093
2 C 0.64 -0.45 -0.48  C1 1.535, C3 1.562, C5 1.514, H11 1.098
3 C -0.66 -1.29 -0.35  C2 1.562, C4 1.553, H12 1.094, H13 1.094
4 C -1.52 0.00 -0.35  C3 1.553, C5 1.507, H14 1.093, H15 1.095
5 C -0.22 0.76 -0.19  C2 1.514, C4 1.507, N6 1.266
6 N 0.10 1.90 0.25  C5 1.266, O7 1.396
7 O -1.04 2.66 0.52  N6 1.396, H16 0.965
8 H 1.76 -1.73 0.89  C1 1.095
9 H 1.85 -0.01 1.29  C1 1.094
10 H 2.79 -0.66 -0.06  C1 1.093
11 H 0.99 -0.45 -1.52  C2 1.098
12 H -0.86 -2.01 -1.15  C3 1.094
13 H -0.71 -1.82 0.61  C3 1.094
14 H -2.22 0.14 0.48  C4 1.093
15 H -2.05 0.21 -1.28  C4 1.095
16 H -0.66 3.47 0.88  O7 0.965

=====

ORCA calculation (ωB97M-V/def2-TZVPD) on a single C4H9N3 molecule in a non-equilibrium geometry.

SMILES string = CN1C=NNCC1
Strongest force on any atom = 0.1118 Eh/bohr
Energy relative to the best compared isomer or geometry (same formula, charge and spin) = 4.107 eV
LUMO energy = 0.95 eV

Each atom is followed by the atoms it is bonded to, with distances in Å.
Positions of all 16 atoms, in Å:
1 C 2.48 0.05 -0.01  H5 1.102, H6 1.075, H7 1.197, N14 1.592
2 C 0.09 1.35 0.08  C3 1.571, H8 1.163, H9 1.085, N14 1.483
3 C -1.41 1.05 -0.25  C2 1.571, H10 1.054, H11 1.076, N15 1.491
4 C 0.30 -1.24 -0.07  H13 1.031, N14 1.469, N16 1.321
5 H 2.84 0.45 0.95  C1 1.102
6 H 3.03 0.70 -0.67  C1 1.075
7 H 2.55 -1.13 -0.15  C1 1.197
8 H 0.23 1.85 1.12  C2 1.163
9 H 0.31 2.17 -0.59  C2 1.085
10 H -1.80 1.10 -1.23  C3 1.054
11 H -2.16 1.74 0.10  C3 1.076
12 H -2.47 -0.63 0.34  N15 0.919
13 H 0.84 -2.11 -0.25  C4 1.031
14 N 0.89 0.10 0.02  C1 1.592, C2 1.483, C4 1.469
15 N -1.61 -0.30 0.36  C3 1.491, H12 0.919, N16 1.361
16 N -1.00 -1.43 -0.11  C4 1.321, N15 1.361